Version one
This record from OMol25 describes 2 unconnected molecules or ions with the total composition C4H14N4. The level of theory is wB97M-V/def2-TZVPD.

The geometry in XYZ format:
```
22
C4H14N4 | OMol25 | wB97M-V/def2-TZVPD
C -1.758 1.270 0.175
C -1.131 0.484 1.316
C 1.371 0.195 -1.638
C 3.073 -1.951 0.639
N -3.020 1.397 -0.155
N 1.716 -0.483 -0.524
N -4.071 0.577 0.287
N 2.703 -1.215 -0.523
H -1.103 1.772 -0.534
H -1.871 0.073 2.180
H -0.597 1.387 1.769
H -0.413 -0.258 1.108
H 0.536 0.933 -1.513
H 2.167 0.873 -2.032
H 1.267 -0.594 -2.401
H 3.487 -2.978 0.325
H 4.038 -1.589 1.119
H 2.136 -2.194 1.215
H -3.093 1.997 -0.981
H -4.935 1.034 0.160
H -3.973 0.342 1.307
H 3.471 -1.071 -1.297
```

Calculated values
Net charge: +2
HOMO energy in eV: -17.77
Multiplicity: 1
Kohn-Sham gap in eV: 8.85

How positive or negative is each atom? The Mulliken charges in e answer that: atom 1 (C): -0.082, atom 2 (C): -0.688, atom 3 (C): -0.494, atom 4 (C): -0.686, atom 5 (N): 0.169, atom 6 (N): 0.005, atom 7 (N): -0.531, atom 8 (N): 0.084, atom 9 (H): 0.376, atom 10 (H): 0.317, atom 11 (H): 0.316, atom 12 (H): 0.155, atom 13 (H): -0.044, atom 14 (H): 0.356, atom 15 (H): 0.444, atom 16 (H): 0.323, atom 17 (H): 0.338, atom 18 (H): 0.308, atom 19 (H): 0.322, atom 20 (H): 0.315, atom 21 (H): 0.306, atom 22 (H): 0.393

---

Version two
This record from OMol25 describes 2 unconnected molecules or ions with the total composition C4H14N4. The level of theory is wB97M-V/def2-TZVPD.

The geometry in XYZ format:
```
22
C4H14N4 | OMol25 | wB97M-V/def2-TZVPD
C 0.509 0.371 -1.668
C 0.102 1.763 -1.465
C 1.715 -0.070 -0.967
C -1.040 -0.873 3.621
N -0.165 -0.251 -2.596
N -0.930 0.365 1.627
N -0.046 -1.618 -2.987
N -0.415 -0.128 2.648
H -0.404 1.813 -0.528
H -0.659 1.921 -2.231
H 0.889 2.526 -1.566
H 1.988 0.383 -0.025
H 2.520 0.139 -1.668
H 1.592 -1.100 -0.886
H -0.353 -1.811 3.738
H -0.948 -0.401 4.697
H -2.062 -1.320 3.323
H -0.869 0.264 -3.087
H -1.904 0.261 1.551
H -0.724 -1.848 -3.737
H 1.002 -1.731 -3.175
H 0.547 0.179 2.822
```

Calculated values
Net charge: +2
HOMO energy in eV: -17.44
Multiplicity: 1
Kohn-Sham gap in eV: 7.71

How positive or negative is each atom? The Mulliken charges in e answer that: atom 1 (C): 1.124, atom 2 (C): -1.102, atom 3 (C): -1.481, atom 4 (C): -0.652, atom 5 (N): 0.111, atom 6 (N): -0.247, atom 7 (N): -0.698, atom 8 (N): 0.267, atom 9 (H): 0.283, atom 10 (H): 0.327, atom 11 (H): 0.357, atom 12 (H): 0.307, atom 13 (H): 0.406, atom 14 (H): 0.542, atom 15 (H): 0.335, atom 16 (H): 0.312, atom 17 (H): 0.367, atom 18 (H): 0.227, atom 19 (H): 0.274, atom 20 (H): 0.306, atom 21 (H): 0.305, atom 22 (H): 0.328

---

Most stable to least stable, the ends of the list are version two and version one.

---

Version one
This record from OMol25 describes 6 unconnected molecules or ions with the total composition C6H25NO7. The level of theory is wB97M-V/def2-TZVPD.

The geometry in XYZ format:
```
39
C6H25NO7 | OMol25 | wB97M-V/def2-TZVPD
C -4.701 2.175 1.793
O -3.349 2.249 2.146
C -2.922 3.575 2.387
C -1.429 3.552 2.647
N -0.731 3.242 1.399
C 0.686 2.940 1.618
C 1.285 2.268 0.410
O 0.502 1.136 0.104
C 0.980 0.436 -1.034
H -5.358 2.580 2.574
H -4.956 1.123 1.671
H -4.893 2.700 0.850
H -3.460 3.989 3.252
H -3.127 4.216 1.520
H -1.215 2.824 3.438
H -1.151 4.569 2.935
H -1.138 2.386 1.031
H 0.831 2.281 2.492
H 1.239 3.857 1.841
H 2.304 1.946 0.678
H 1.346 2.961 -0.438
H 2.043 0.174 -0.927
H 0.909 1.082 -1.914
H 0.412 -0.486 -1.087
O 1.290 -2.923 -2.299
H 1.597 -3.747 -2.693
H 1.763 -2.870 -1.457
O 2.638 -2.942 0.236
H 2.024 -2.769 0.956
H 3.423 -2.423 0.439
O 2.287 -5.506 -3.585
H 2.633 -6.106 -4.252
H 1.350 -5.725 -3.533
O 3.856 -5.201 -1.085
H 3.447 -4.426 -0.679
H 3.414 -5.268 -1.940
O -1.449 -2.442 -3.470
H -1.694 -3.277 -3.064
H -0.683 -2.151 -2.961
```

Calculated values
Net charge: 0
SMILES: COCCNCCOC.O.O.O.O.O
HOMO energy in eV: -8.88
Multiplicity: 1
Kohn-Sham gap in eV: 9.09

How positive or negative is each atom? The Mulliken charges in e answer that: atom 1 (C): -0.739, atom 2 (O): -0.295, atom 3 (C): -0.667, atom 4 (C): -0.626, atom 5 (N): -0.380, atom 6 (C): -0.711, atom 7 (C): -0.520, atom 8 (O): -0.308, atom 9 (C): -0.642, atom 10 (H): 0.290, atom 11 (H): 0.234, atom 12 (H): 0.312, atom 13 (H): 0.483, atom 14 (H): 0.352, atom 15 (H): 0.380, atom 16 (H): 0.358, atom 17 (H): 0.294, atom 18 (H): 0.346, atom 19 (H): 0.336, atom 20 (H): 0.411, atom 21 (H): 0.344, atom 22 (H): 0.245, atom 23 (H): 0.333, atom 24 (H): 0.164, atom 25 (O): -0.581, atom 26 (H): 0.334, atom 27 (H): 0.390, atom 28 (O): -0.744, atom 29 (H): 0.299, atom 30 (H): 0.313, atom 31 (O): -0.678, atom 32 (H): 0.284, atom 33 (H): 0.312, atom 34 (O): -0.655, atom 35 (H): 0.372, atom 36 (H): 0.374, atom 37 (O): -0.651, atom 38 (H): 0.300, atom 39 (H): 0.335

---

Version two
This record from OMol25 describes 6 unconnected molecules or ions with the total composition C6H25NO7. The level of theory is wB97M-V/def2-TZVPD.

The geometry in XYZ format:
```
39
C6H25NO7 | OMol25 | wB97M-V/def2-TZVPD
C 1.230 4.617 -1.976
O 1.595 3.310 -1.735
C 2.308 3.049 -0.473
C 2.825 1.569 -0.385
N 2.177 0.772 0.648
C 2.393 -0.695 0.463
C 1.688 -1.474 1.605
O 0.331 -1.296 1.391
C -0.406 -2.346 2.051
H 0.453 4.634 -2.741
H 2.034 5.251 -2.351
H 0.690 5.095 -1.159
H 1.732 3.248 0.431
H 3.139 3.726 -0.277
H 3.908 1.580 -0.267
H 2.690 1.187 -1.397
H 1.177 0.915 0.630
H 3.473 -0.844 0.464
H 2.114 -1.169 -0.478
H 2.112 -1.224 2.577
H 1.953 -2.529 1.531
H -0.078 -2.443 3.086
H -0.271 -3.328 1.597
H -1.475 -2.154 2.140
O -0.491 -1.400 -1.852
H -0.959 -1.546 -1.029
H -0.411 -0.448 -1.916
O -5.453 -0.254 -0.480
H -6.177 0.314 -0.216
H -5.878 -1.041 -0.820
O -0.589 1.060 0.756
H -1.469 0.728 0.577
H -0.164 0.359 1.250
O -2.716 -1.149 0.071
H -3.632 -0.871 0.057
H -2.754 -2.104 0.123
O -2.362 -4.025 -0.442
H -2.742 -4.218 -1.299
H -1.992 -4.858 -0.150
```

Calculated values
Net charge: 0
SMILES: COCCNCCOC.O.O.O.O.O
HOMO energy in eV: -8.29
Multiplicity: 1
Kohn-Sham gap in eV: 8.43

How positive or negative is each atom? The Mulliken charges in e answer that: atom 1 (C): -0.812, atom 2 (O): -0.300, atom 3 (C): -0.587, atom 4 (C): -0.621, atom 5 (N): -0.382, atom 6 (C): -0.715, atom 7 (C): -0.721, atom 8 (O): -0.263, atom 9 (C): -0.897, atom 10 (H): 0.271, atom 11 (H): 0.286, atom 12 (H): 0.332, atom 13 (H): 0.384, atom 14 (H): 0.409, atom 15 (H): 0.372, atom 16 (H): 0.343, atom 17 (H): 0.233, atom 18 (H): 0.511, atom 19 (H): 0.343, atom 20 (H): 0.368, atom 21 (H): 0.460, atom 22 (H): 0.417, atom 23 (H): 0.302, atom 24 (H): 0.229, atom 25 (O): -0.663, atom 26 (H): 0.336, atom 27 (H): 0.321, atom 28 (O): -0.598, atom 29 (H): 0.282, atom 30 (H): 0.301, atom 31 (O): -0.706, atom 32 (H): 0.257, atom 33 (H): 0.514, atom 34 (O): -0.532, atom 35 (H): 0.279, atom 36 (H): 0.271, atom 37 (O): -0.576, atom 38 (H): 0.280, atom 39 (H): 0.272

---

Most stable to least stable, the ends of the list are version one and version two.

---

Version one
This record from OMol25 describes 9 unconnected molecules or ions with the total composition C4H26N2O9. The level of theory is wB97M-V/def2-TZVPD.

The geometry in XYZ format:
```
41
C4H26N2O9 | OMol25 | wB97M-V/def2-TZVPD
C -1.703 -0.498 -1.732
N -2.211 -1.597 -0.954
C -2.122 -1.719 0.424
O -3.105 -2.252 1.033
C -0.857 -1.399 1.192
C 0.137 -2.402 0.611
N -0.423 -0.011 1.021
H -0.724 -0.441 -2.414
H -2.408 -0.249 -2.483
H -1.618 0.397 -1.022
H -2.850 -2.206 -1.390
H -1.126 -1.643 2.249
H 0.148 -2.428 -0.527
H -0.124 -3.454 0.781
H 1.214 -2.204 0.997
H -1.180 0.672 0.683
H 0.157 0.217 1.842
O 2.684 -1.638 -1.804
H 1.791 -1.586 -2.234
H 3.170 -1.403 -2.502
O 1.453 0.194 3.158
H 2.200 0.529 2.565
H 1.858 -0.634 3.543
O 3.318 -0.522 1.573
H 3.766 -0.382 0.757
H 2.891 -1.456 1.610
O -0.709 2.760 1.961
H -0.700 3.483 2.519
H -1.162 2.110 2.493
O 0.893 0.526 -3.604
H 1.805 0.902 -3.336
H 0.306 1.295 -3.501
O 3.404 1.188 -2.340
H 3.306 0.373 -1.771
H 3.460 1.957 -1.745
O 0.975 4.233 -0.549
H 1.647 3.888 -1.130
H 0.279 3.525 -0.683
O -4.242 0.923 0.524
H -4.081 1.835 0.296
H -3.699 0.970 1.353
```

Calculated values
Net charge: 0
SMILES: CNC(=O)[C@@H](C)N.O.O.O.O.O.O.O.O
HOMO energy in eV: -8.80
Multiplicity: 1
Kohn-Sham gap in eV: 8.63

How positive or negative is each atom? The Mulliken charges in e answer that: atom 1 (C): -0.493, atom 2 (N): -0.090, atom 3 (C): -0.037, atom 4 (O): -0.682, atom 5 (C): 0.773, atom 6 (C): -0.560, atom 7 (N): -0.346, atom 8 (H): 0.121, atom 9 (H): 0.451, atom 10 (H): 0.097, atom 11 (H): 0.252, atom 12 (H): 0.157, atom 13 (H): 0.096, atom 14 (H): 0.409, atom 15 (H): -0.245, atom 16 (H): 0.020, atom 17 (H): 0.264, atom 18 (O): -0.621, atom 19 (H): 0.313, atom 20 (H): 0.274, atom 21 (O): -0.711, atom 22 (H): 0.400, atom 23 (H): 0.282, atom 24 (O): -0.660, atom 25 (H): 0.266, atom 26 (H): 0.293, atom 27 (O): -0.551, atom 28 (H): 0.257, atom 29 (H): 0.269, atom 30 (O): -0.644, atom 31 (H): 0.366, atom 32 (H): 0.283, atom 33 (O): -0.678, atom 34 (H): 0.368, atom 35 (H): 0.322, atom 36 (O): -0.611, atom 37 (H): 0.285, atom 38 (H): 0.316, atom 39 (O): -0.605, atom 40 (H): 0.306, atom 41 (H): 0.293

---

Version two
This record from OMol25 describes 9 unconnected molecules or ions with the total composition C4H26N2O9. The level of theory is wB97M-V/def2-TZVPD.

The geometry in XYZ format:
```
41
C4H26N2O9 | OMol25 | wB97M-V/def2-TZVPD
C 0.894 -1.903 0.380
N 0.004 -0.865 -0.193
C 0.621 -0.057 -1.270
C 1.865 -0.566 -1.954
C 0.824 1.248 -0.486
N -0.187 2.146 -0.573
O 1.853 1.401 0.160
H 0.705 -2.890 -0.052
H 1.950 -1.665 0.299
H 0.496 -1.998 1.417
H -0.869 -1.306 -0.437
H -0.149 0.177 -2.014
H 2.805 -0.752 -1.430
H 2.229 0.217 -2.610
H 1.673 -1.454 -2.569
H -0.187 3.000 -0.030
H -1.142 1.761 -0.576
O -1.678 -3.773 -2.855
H -2.315 -4.185 -3.475
H -1.657 -4.270 -2.030
O -1.286 3.830 1.648
H -1.851 3.273 2.173
H -0.528 4.164 2.141
O 1.320 2.312 2.502
H 1.686 1.475 2.822
H 1.561 2.286 1.539
O -2.612 -1.234 -3.057
H -2.747 -0.956 -3.962
H -2.274 -2.154 -2.903
O -2.275 0.151 2.702
H -2.657 -0.040 1.820
H -1.459 0.483 2.283
O 4.417 0.233 0.117
H 3.512 0.438 0.446
H 4.998 0.321 0.865
O -2.775 0.845 -1.376
H -3.718 0.732 -1.256
H -2.601 0.187 -2.096
O 0.721 0.072 4.790
H -0.242 -0.030 4.836
H 1.075 -0.651 4.265
```

Calculated values
Net charge: 0
SMILES: CN[C@H](C)C(N)=O.O.O.O.O.O.O.O.O
HOMO energy in eV: -8.84
Multiplicity: 1
Kohn-Sham gap in eV: 8.58

How positive or negative is each atom? The Mulliken charges in e answer that: atom 1 (C): -0.982, atom 2 (N): -0.115, atom 3 (C): 0.784, atom 4 (C): -1.737, atom 5 (C): 0.283, atom 6 (N): -0.333, atom 7 (O): -0.753, atom 8 (H): 0.222, atom 9 (H): 0.333, atom 10 (H): 0.309, atom 11 (H): 0.274, atom 12 (H): 0.156, atom 13 (H): 0.330, atom 14 (H): 0.466, atom 15 (H): 0.354, atom 16 (H): 0.291, atom 17 (H): 0.210, atom 18 (O): -0.689, atom 19 (H): 0.328, atom 20 (H): 0.329, atom 21 (O): -0.644, atom 22 (H): 0.312, atom 23 (H): 0.307, atom 24 (O): -0.633, atom 25 (H): 0.242, atom 26 (H): 0.415, atom 27 (O): -0.701, atom 28 (H): 0.280, atom 29 (H): 0.384, atom 30 (O): -0.650, atom 31 (H): 0.318, atom 32 (H): 0.314, atom 33 (O): -0.639, atom 34 (H): 0.337, atom 35 (H): 0.302, atom 36 (O): -0.633, atom 37 (H): 0.298, atom 38 (H): 0.338, atom 39 (O): -0.632, atom 40 (H): 0.311, atom 41 (H): 0.315

---

Most stable to least stable, the ends of the list are version two and version one.

---

Version one
This record from OMol25 describes C11H12ClN in the gas phase. The level of theory is wB97M-V/def2-TZVPD.

The geometry in XYZ format:
```
25
C11H12ClN | OMol25 | wB97M-V/def2-TZVPD
C 0.464 -2.582 -1.457
C 0.076 -1.444 -0.888
N -1.270 -1.215 -0.395
Cl -2.549 -2.337 -0.836
C -1.396 0.077 0.146
C -2.563 0.784 0.580
C -2.403 2.012 1.168
C -1.111 2.448 1.415
C 0.023 1.805 0.889
C -0.130 0.641 0.227
C 0.893 -0.350 -0.334
C 1.728 0.294 -1.479
C 1.843 -0.733 0.773
H -0.114 -3.462 -1.533
H 1.443 -2.626 -1.763
H -3.591 0.290 0.478
H -3.207 2.377 1.692
H -0.985 3.151 2.275
H 1.048 2.075 0.974
H 2.323 -0.610 -1.721
H 2.391 1.067 -1.274
H 1.062 0.659 -2.231
H 2.456 -1.571 0.663
H 1.202 -0.874 1.709
H 2.366 0.123 0.922
```

Calculated values
Net charge: 0
SMILES: C=C1N(Cl)c2ccccc2C1(C)C
HOMO energy in eV: -7.62
Multiplicity: 1
Kohn-Sham gap in eV: 8.15

How positive or negative is each atom? The Mulliken charges in e answer that: atom 1 (C): -1.444, atom 2 (C): 0.104, atom 3 (N): 0.030, atom 4 (Cl): -0.077, atom 5 (C): -0.108, atom 6 (C): -0.498, atom 7 (C): -0.571, atom 8 (C): -0.600, atom 9 (C): -0.372, atom 10 (C): 0.162, atom 11 (C): 2.254, atom 12 (C): -1.708, atom 13 (C): -1.674, atom 14 (H): 0.355, atom 15 (H): 0.330, atom 16 (H): 0.262, atom 17 (H): 0.415, atom 18 (H): 0.266, atom 19 (H): 0.432, atom 20 (H): 0.424, atom 21 (H): 0.381, atom 22 (H): 0.390, atom 23 (H): 0.357, atom 24 (H): 0.368, atom 25 (H): 0.521

---

Version two
This record from OMol25 describes C11H12ClN in the gas phase. The level of theory is wB97M-V/def2-TZVPD.

The geometry in XYZ format:
```
25
C11H12ClN | OMol25 | wB97M-V/def2-TZVPD
C -3.334 -1.987 -0.495
C -2.391 -1.140 -0.208
C -1.555 -0.172 0.031
C -1.402 0.986 -0.981
N -1.643 2.245 -0.255
C -0.645 -0.078 1.233
C 0.819 -0.122 0.837
C 1.412 -1.328 0.393
C 2.725 -1.414 -0.083
C 3.469 -0.225 -0.134
Cl 5.196 -0.261 -0.436
C 2.881 1.020 0.189
C 1.574 1.079 0.609
H -3.110 -2.889 -1.023
H -4.351 -1.850 -0.142
H -0.375 1.006 -1.324
H -2.085 0.797 -1.861
H -1.447 2.987 -0.896
H -2.636 2.256 0.083
H -0.879 -0.998 1.836
H -0.949 0.771 1.864
H 0.928 -2.286 0.429
H 3.185 -2.373 -0.409
H 3.540 1.912 0.003
H 1.073 2.065 0.740
```

Calculated values
Net charge: 0
SMILES: C=C=C(CN)Cc1ccc(Cl)cc1
HOMO energy in eV: -8.75
Multiplicity: 1
Kohn-Sham gap in eV: 9.57

How positive or negative is each atom? The Mulliken charges in e answer that: atom 1 (C): -0.990, atom 2 (C): -0.081, atom 3 (C): 0.768, atom 4 (C): -0.780, atom 5 (N): -0.519, atom 6 (C): -1.057, atom 7 (C): 0.177, atom 8 (C): -0.087, atom 9 (C): -0.801, atom 10 (C): 0.489, atom 11 (Cl): -0.227, atom 12 (C): -0.641, atom 13 (C): -0.160, atom 14 (H): 0.250, atom 15 (H): 0.248, atom 16 (H): 0.354, atom 17 (H): 0.381, atom 18 (H): 0.209, atom 19 (H): 0.227, atom 20 (H): 0.429, atom 21 (H): 0.403, atom 22 (H): 0.402, atom 23 (H): 0.341, atom 24 (H): 0.303, atom 25 (H): 0.361

---

Most stable to least stable, the ends of the list are version two and version one.